Computed, not measured: 2 unconnected molecules or ions with the total composition C8H14N3 at a distorted geometry, with ωB97M-V/def2-TZVPD.

Each line ends with the Mulliken charge.
Geometry (Å):
C (-1.40, -1.55, -0.45)  -0.473
C (-0.43, -2.28, 0.18)  -0.627
C (-1.32, -0.18, -0.66)  0.334
C (0.85, -1.91, 0.50)  0.253
C (2.56, -0.22, 0.51)  -0.625
C (1.94, 1.21, 0.57)  -0.667
C (0.50, 1.48, -1.36)  -0.216
C (-0.42, 0.81, -0.73)  -0.354
N (1.55, -1.04, -0.16)  -0.138
N (-3.63, 0.80, 0.57)  -0.831
N (1.74, 1.78, -0.72)  -0.133
H (-2.39, -1.96, -0.70)  0.361
H (-0.82, -3.22, 0.55)  0.336
H (-2.33, 0.20, -0.28)  0.069
H (1.45, -2.11, 1.33)  0.455
H (3.53, -0.38, -0.03)  0.294
H (2.81, -0.68, 1.51)  0.378
H (0.97, 1.10, 1.00)  0.368
H (2.51, 1.87, 1.23)  0.399
H (1.17, -0.65, -1.15)  0.434
H (0.27, 1.92, -2.34)  0.359
H (-4.05, 0.47, 1.48)  0.227
H (-4.28, 0.67, -0.22)  0.282
H (-3.36, 1.72, 0.62)  0.242
H (2.58, 2.16, -1.24)  0.270

The HOMO energy (spin up / spin down) is -11.57 / -11.57 eV. The orbital gap (spin up / spin down) is 7.140 / 7.139 eV. For the total energy, the calculation gives -12982.8217 eV. The charge is +1. The multiplicity is 1. The value obtained for the maximum force is 4.06 eV Å⁻¹.

---

Computed, not measured: a single C3H9N3O molecule, with ωB97M-V/def2-TZVPD.

Each line ends with the Mulliken charge.
Geometry (Å):
C (-0.91, -0.54, -0.22)  -0.659
N (1.31, -0.25, -0.61)  -0.011
C (0.11, 0.49, -0.15)  0.602
N (2.22, -0.77, 0.39)  -0.702
N (-2.28, -0.11, -0.06)  -0.594
C (0.12, 1.82, -0.02)  -0.954
O (-0.67, -1.65, 0.67)  -0.475
H (-1.09, -1.42, 1.52)  0.270
H (1.85, 0.23, -1.33)  0.312
H (0.51, -1.01, -1.07)  0.571
H (1.68, -1.49, 0.87)  0.316
H (2.38, -0.02, 1.06)  0.292
H (-2.91, -0.81, -0.42)  0.257
H (-2.48, 0.75, -0.57)  0.199
H (0.94, 2.44, -0.36)  0.243
H (-0.78, 2.33, 0.33)  0.334

The HOMO energy is -6.39 eV. The orbital gap is 7.148 eV. For the total energy, the calculation gives -9770.0316 eV. The charge is 0. The multiplicity is 1. The value obtained for the maximum force is 0.67 eV Å⁻¹.

---

Computed, not measured: a single C16H31NO2 molecule, with ωB97M-V/def2-TZVPD.

Each line ends with the Mulliken charge.
Geometry (Å):
C (-4.86, -1.84, -0.74)  -1.517
C (-4.53, -0.67, 0.14)  1.397
C (-3.31, -0.50, 0.63)  -0.856
C (-2.84, 0.64, 1.49)  -0.921
H (-1.95, 0.33, 2.04)  0.380
H (-3.61, 0.90, 2.22)  0.502
C (-2.51, 1.90, 0.67)  -1.304
C (-1.39, 1.64, -0.31)  0.796
C (-0.12, 1.70, 0.10)  -0.538
C (1.12, 1.45, -0.69)  -0.923
N (2.11, 0.74, 0.11)  0.274
C (3.40, 0.68, -0.54)  -0.573
H (3.61, 1.68, -0.92)  0.471
C (4.54, 0.30, 0.43)  0.027
C (5.86, 0.90, -0.04)  -1.616
H (5.83, 1.98, -0.02)  0.417
H (6.08, 0.58, -1.07)  0.363
H (6.67, 0.55, 0.60)  0.404
O (4.65, -1.09, 0.61)  -0.533
H (4.91, -1.48, -0.24)  0.391
H (4.29, 0.69, 1.42)  0.380
H (3.42, -0.01, -1.40)  0.251
C (1.64, -0.53, 0.64)  -1.477
H (0.81, -0.33, 1.32)  0.380
C (1.17, -1.59, -0.39)  0.987
C (1.52, -3.00, 0.07)  -1.801
H (2.59, -3.10, 0.18)  0.382
H (1.04, -3.19, 1.03)  0.399
H (1.15, -3.72, -0.65)  0.410
O (-0.24, -1.55, -0.58)  -0.566
H (-0.52, -0.63, -0.63)  0.312
H (1.66, -1.40, -1.36)  0.136
H (2.46, -0.95, 1.22)  0.555
H (0.91, 0.94, -1.65)  0.375
H (1.57, 2.42, -0.95)  0.483
H (0.08, 1.98, 1.12)  0.475
C (-1.84, 1.32, -1.70)  -1.208
H (-2.32, 2.19, -2.14)  0.438
H (-1.03, 1.01, -2.35)  0.303
H (-2.59, 0.52, -1.67)  0.225
H (-2.22, 2.69, 1.36)  0.415
H (-3.40, 2.23, 0.13)  0.427
H (-2.55, -1.22, 0.38)  0.447
C (-5.69, 0.26, 0.38)  -1.538
H (-5.49, 0.95, 1.20)  0.296
H (-5.89, 0.85, -0.52)  0.312
H (-6.58, -0.31, 0.61)  0.462
H (-5.60, -2.48, -0.26)  0.437
H (-3.97, -2.43, -0.94)  0.328
H (-5.28, -1.50, -1.68)  0.336

The HOMO energy is -8.36 eV. Its structure (SMILES) is CC(C)=CCC/C(C)=C/CN(C[C@H](C)O)C[C@@H](C)O. The orbital gap is 9.225 eV. For the total energy, the calculation gives -22679.0153 eV. The charge is 0. The multiplicity is 1. The value obtained for the maximum force is 0.67 eV Å⁻¹.

---

Computed, not measured: 2 unconnected molecules or ions with the total composition C5H6O2S at a distorted geometry, with ωB97M-V/def2-TZVPD.

Each line ends with the Mulliken charge.
Geometry (Å):
C (-0.49, -0.59, 0.89)  0.150
C (0.51, -1.42, 0.14)  -0.319
C (0.96, -0.96, -0.92)  -0.363
C (0.35, 0.27, -1.22)  0.265
C (-0.86, 0.36, -0.41)  -0.487
H (0.74, 1.30, 1.32)  0.403
H (-1.48, -1.09, 1.34)  0.287
H (1.13, -2.16, 0.84)  0.247
H (1.76, -1.43, -1.35)  0.527
H (-1.83, -0.06, -0.77)  0.360
H (-0.75, 2.41, -0.21)  0.357
O (0.12, 0.14, 1.91)  -0.571
O (-1.10, 1.52, 0.28)  -0.564
S (0.95, 1.70, -1.84)  -0.292

The HOMO energy is -9.27 eV. The orbital gap is 8.233 eV. For the total energy, the calculation gives -20206.9255 eV. The charge is 0. The multiplicity is 1. The value obtained for the maximum force is 10.55 eV Å⁻¹.

---

Computed, not measured: a molecular structure, C26H25Br2F6N2O5PdS2Te at a distorted geometry, with ωB97M-V/def2-TZVPD.

Each line ends with the Löwdin spin population.
Geometry (Å):
Pd (2.16, -0.11, 1.44)  1.363
Br (4.04, 0.29, 3.53)  0.084
C (5.47, -0.40, 2.39)  0.003
Br (4.91, -0.42, 0.55)  0.055
H (5.69, -1.42, 2.69)  0.000
H (6.33, 0.25, 2.49)  0.001
F (0.76, -4.44, 4.13)  0.000
C (1.75, -3.67, 3.73)  0.003
F (2.10, -2.82, 4.69)  0.001
F (2.80, -4.39, 3.39)  0.002
S (1.23, -2.64, 2.27)  0.017
O (2.45, -2.34, 1.53)  0.066
O (0.18, -3.29, 1.55)  0.034
N (0.77, -1.25, 2.89)  0.114
S (-0.73, -1.12, 3.49)  0.015
O (-1.70, -1.30, 2.43)  0.049
O (-0.87, -1.84, 4.69)  0.016
C (-0.76, 0.74, 3.87)  0.000
F (-1.53, 1.34, 2.96)  0.006
F (0.47, 1.27, 3.76)  0.000
F (-1.22, 1.00, 5.06)  0.000
C (-4.83, -4.04, -2.86)  0.001
C (-3.81, -3.23, -2.14)  0.002
C (-2.46, -3.55, -2.19)  0.017
C (-1.50, -2.80, -1.53)  0.042
C (-0.04, -3.16, -1.68)  0.020
C (-1.95, -1.72, -0.77)  0.221
Te (-0.49, -0.48, 0.33)  0.656
N (0.35, 1.59, 0.61)  1.169
C (1.41, 2.38, 0.68)  0.111
O (2.56, 1.90, 0.95)  0.211
C (1.23, 3.81, 0.43)  0.064
C (-0.04, 4.34, 0.17)  0.043
C (-0.17, 5.68, -0.13)  0.002
C (0.96, 6.50, -0.15)  0.052
C (2.22, 5.98, 0.15)  0.012
C (2.36, 4.64, 0.44)  0.024
C (0.52, 0.14, -1.50)  0.130
C (1.84, -0.30, -1.66)  0.025
C (2.59, 0.15, -2.73)  0.038
C (2.03, 1.06, -3.62)  0.086
C (0.72, 1.47, -3.49)  -0.003
C (-0.06, 1.05, -2.41)  0.086
C (-1.46, 1.57, -2.25)  0.022
C (-3.29, -1.35, -0.68)  0.030
C (-3.80, -0.16, 0.11)  0.028
C (-4.20, -2.12, -1.38)  0.013
H (-4.38, -4.72, -3.58)  0.000
H (-5.54, -3.40, -3.38)  0.000
H (-5.41, -4.63, -2.15)  0.000
H (-2.13, -4.40, -2.77)  0.003
H (0.09, -4.24, -1.63)  0.001
H (0.56, -2.71, -0.90)  0.011
H (0.33, -2.83, -2.66)  0.000
H (-0.90, 3.68, 0.20)  0.006
H (-1.14, 6.10, -0.34)  -0.001
H (0.85, 7.55, -0.37)  0.002
H (3.09, 6.63, 0.15)  0.000
H (3.33, 4.22, 0.68)  0.001
H (2.26, -1.06, -1.01)  0.001
H (3.60, -0.21, -2.87)  0.001
H (2.63, 1.47, -4.43)  0.004
H (0.29, 2.17, -4.20)  -0.001
H (-1.50, 2.64, -2.42)  0.003
H (-1.83, 1.35, -1.25)  0.009
H (-2.12, 1.09, -2.98)  0.006
H (-2.98, 0.31, 0.66)  0.019
H (-4.55, -0.48, 0.83)  0.000
H (-4.25, 0.58, -0.54)  0.001
H (-5.25, -1.87, -1.32)  0.002

The HOMO energy (spin up / spin down) is -14.22 / -14.19 eV. The orbital gap (spin up / spin down) is 8.487 / 4.294 eV. For the total energy, the calculation gives -229395.3244 eV. The charge is +2. The multiplicity is 6. Its expectation value of S² is 8.799. The value obtained for the maximum force is 3.14 eV Å⁻¹.

---

Computed, not measured: a molecular structure, C33H37N7O7P2Zn at a distorted geometry, with ωB97M-V/def2-TZVPD.

Each line ends with the Mulliken charge.
Geometry (Å):
Zn (0.37, -2.30, 2.39)  0.310
C (-0.98, 2.77, 3.48)  -0.484
C (-1.86, 2.27, 2.61)  -0.679
C (-1.67, 2.18, 1.12)  -0.747
C (-0.38, 1.42, 0.73)  2.000
C (0.60, 2.37, 0.11)  -0.401
C (0.81, 3.64, 0.51)  -0.536
C (0.27, 4.29, 1.75)  -1.127
C (0.32, 3.39, 3.04)  -0.536
C (1.92, -3.47, 2.28)  -0.836
H (-1.15, 2.73, 4.57)  0.475
H (-2.74, 1.73, 2.95)  0.408
H (-1.68, 3.16, 0.62)  0.708
H (-2.53, 1.62, 0.71)  0.261
H (0.02, 0.87, 1.60)  -0.857
H (-0.63, 0.61, 0.01)  -0.748
H (1.24, 1.97, -0.68)  0.375
H (1.50, 4.27, -0.04)  0.433
H (-0.74, 4.70, 1.64)  0.368
H (0.92, 5.16, 1.95)  0.425
H (1.09, 2.60, 2.84)  0.153
H (0.68, 3.95, 3.91)  0.487
H (2.32, -3.81, 3.27)  0.318
H (2.70, -2.88, 1.76)  0.191
H (1.62, -4.35, 1.68)  0.263
P (1.84, -1.41, -2.17)  0.146
P (-1.91, -0.31, -2.03)  0.097
N (3.11, -0.23, -2.59)  0.448
N (2.48, -2.59, -3.38)  0.361
N (-1.92, 1.21, -3.00)  0.703
N (-3.43, -0.91, -2.88)  0.314
C (0.62, -0.62, -3.35)  -0.468
C (-0.79, -1.26, -3.19)  -1.340
C (4.10, 0.16, -1.69)  -0.552
C (4.97, 1.03, -2.32)  -0.696
C (4.53, 1.19, -3.67)  -0.829
C (3.35, 0.46, -3.79)  -0.177
C (2.60, -3.94, -3.04)  -0.477
C (3.06, -4.64, -4.15)  -0.628
C (3.22, -3.70, -5.21)  -0.665
C (2.84, -2.45, -4.72)  -0.078
C (-1.71, 2.51, -2.52)  -0.542
C (-1.58, 3.37, -3.58)  -0.559
C (-1.67, 2.60, -4.78)  -0.943
C (-1.88, 1.28, -4.41)  -0.371
C (-4.34, -0.32, -3.77)  -0.385
C (-5.09, -1.32, -4.40)  -0.598
C (-4.65, -2.58, -3.86)  -0.596
C (-3.66, -2.30, -2.93)  -0.388
H (0.91, -0.71, -4.42)  0.118
H (0.59, 0.47, -3.13)  0.585
H (-1.26, -1.39, -4.19)  0.281
H (-0.74, -2.27, -2.75)  0.715
H (4.05, -0.18, -0.67)  0.465
H (5.84, 1.51, -1.86)  0.413
H (4.99, 1.77, -4.46)  0.426
H (2.65, 0.42, -4.61)  0.403
H (2.36, -4.25, -2.04)  0.424
H (3.24, -5.71, -4.19)  0.413
H (3.57, -3.90, -6.21)  0.436
H (2.80, -1.50, -5.23)  0.211
H (-1.71, 2.72, -1.45)  0.376
H (-1.44, 4.44, -3.54)  0.438
H (-1.61, 2.94, -5.80)  0.475
H (-2.02, 0.39, -5.02)  0.449
H (-4.41, 0.76, -3.90)  0.434
H (-5.84, -1.16, -5.17)  0.425
H (-5.02, -3.57, -4.12)  0.425
H (-3.08, -2.96, -2.30)  0.351
O (-0.45, -0.14, 9.81)  -0.580
N (0.21, 0.20, 8.80)  0.953
O (1.29, 0.83, 8.90)  -0.569
C (-0.28, -0.14, 7.47)  -0.674
C (-1.38, -1.01, 7.26)  -0.412
C (-1.72, -1.47, 6.00)  -0.345
C (-0.90, -1.21, 4.84)  1.248
O (-1.09, -1.88, 3.74)  -0.833
C (0.14, -0.22, 5.06)  -0.049
C (0.43, 0.31, 6.33)  -0.329
N (1.06, 0.20, 4.03)  1.068
O (1.83, 1.14, 4.30)  -0.569
O (1.11, -0.36, 2.86)  -0.239
N (-2.85, -2.39, 5.92)  0.931
O (-3.08, -3.10, 6.93)  -0.567
O (-3.54, -2.44, 4.88)  -0.520
H (-2.00, -1.32, 8.10)  0.564
H (1.23, 1.04, 6.41)  0.657

The HOMO energy is -8.39 eV. The orbital gap is 6.117 eV. For the total energy, the calculation gives -126567.9226 eV. The charge is 0. The multiplicity is 1. The value obtained for the maximum force is 4.47 eV Å⁻¹.

---

Repeat the second record exactly.
Computed, not measured: a single C3H9N3O molecule, with ωB97M-V/def2-TZVPD.

Each line ends with the Mulliken charge.
Geometry (Å):
C (-0.91, -0.54, -0.22)  -0.659
N (1.31, -0.25, -0.61)  -0.011
C (0.11, 0.49, -0.15)  0.602
N (2.22, -0.77, 0.39)  -0.702
N (-2.28, -0.11, -0.06)  -0.594
C (0.12, 1.82, -0.02)  -0.954
O (-0.67, -1.65, 0.67)  -0.475
H (-1.09, -1.42, 1.52)  0.270
H (1.85, 0.23, -1.33)  0.312
H (0.51, -1.01, -1.07)  0.571
H (1.68, -1.49, 0.87)  0.316
H (2.38, -0.02, 1.06)  0.292
H (-2.91, -0.81, -0.42)  0.257
H (-2.48, 0.75, -0.57)  0.199
H (0.94, 2.44, -0.36)  0.243
H (-0.78, 2.33, 0.33)  0.334

The HOMO energy is -6.39 eV. The orbital gap is 7.148 eV. For the total energy, the calculation gives -9770.0316 eV. The charge is 0. The multiplicity is 1. The value obtained for the maximum force is 0.67 eV Å⁻¹.

---

Please write out number 2 again, unchanged.
Computed, not measured: a single C3H9N3O molecule, with ωB97M-V/def2-TZVPD.

Each line ends with the Mulliken charge.
Geometry (Å):
C (-0.91, -0.54, -0.22)  -0.659
N (1.31, -0.25, -0.61)  -0.011
C (0.11, 0.49, -0.15)  0.602
N (2.22, -0.77, 0.39)  -0.702
N (-2.28, -0.11, -0.06)  -0.594
C (0.12, 1.82, -0.02)  -0.954
O (-0.67, -1.65, 0.67)  -0.475
H (-1.09, -1.42, 1.52)  0.270
H (1.85, 0.23, -1.33)  0.312
H (0.51, -1.01, -1.07)  0.571
H (1.68, -1.49, 0.87)  0.316
H (2.38, -0.02, 1.06)  0.292
H (-2.91, -0.81, -0.42)  0.257
H (-2.48, 0.75, -0.57)  0.199
H (0.94, 2.44, -0.36)  0.243
H (-0.78, 2.33, 0.33)  0.334

The HOMO energy is -6.39 eV. The orbital gap is 7.148 eV. For the total energy, the calculation gives -9770.0316 eV. The charge is 0. The multiplicity is 1. The value obtained for the maximum force is 0.67 eV Å⁻¹.

---

Please write out number 2 again, unchanged.
Computed, not measured: a single C3H9N3O molecule, with ωB97M-V/def2-TZVPD.

Each line ends with the Mulliken charge.
Geometry (Å):
C (-0.91, -0.54, -0.22)  -0.659
N (1.31, -0.25, -0.61)  -0.011
C (0.11, 0.49, -0.15)  0.602
N (2.22, -0.77, 0.39)  -0.702
N (-2.28, -0.11, -0.06)  -0.594
C (0.12, 1.82, -0.02)  -0.954
O (-0.67, -1.65, 0.67)  -0.475
H (-1.09, -1.42, 1.52)  0.270
H (1.85, 0.23, -1.33)  0.312
H (0.51, -1.01, -1.07)  0.571
H (1.68, -1.49, 0.87)  0.316
H (2.38, -0.02, 1.06)  0.292
H (-2.91, -0.81, -0.42)  0.257
H (-2.48, 0.75, -0.57)  0.199
H (0.94, 2.44, -0.36)  0.243
H (-0.78, 2.33, 0.33)  0.334

The HOMO energy is -6.39 eV. The orbital gap is 7.148 eV. For the total energy, the calculation gives -9770.0316 eV. The charge is 0. The multiplicity is 1. The value obtained for the maximum force is 0.67 eV Å⁻¹.